(1)
{"formula": "C37H40N3O4", "method": "wB97M-V/def2-TZVPD", "energy_ha": -1898.9582, "homo_lumo_gap_ha": 0.3042, "homo_energy_ev": -11.12, "total_charge": 1, "e_lumo_ev": -2.8, "elements": ["C", "N", "C", "C", "C", "N", "C", "C", "C", "C", "C", "N", "H", "H", "H", "H", "H", "H", "H", "H", "H", "H", "H", "H", "H", "H", "H", "H", "H", "H", "H", "H", "H", "H", "H", "H", "C", "C", "C", "C", "C", "C", "C", "O", "C", "C", "C", "C", "C", "C", "C", "O", "H", "H", "H", "H", "H", "H", "H", "H", "C", "C", "C", "C", "C", "C", "C", "O", "C", "C", "C", "C", "C", "C", "C", "O", "H", "H", "H", "H", "H", "H", "H", "H"], "coordinates": [[2.200, -5.242, 1.472], [2.334, -5.113, -0.017], [1.282, -5.914, -0.754], [-0.171, -5.454, -0.586], [-1.077, -6.561, -0.045], [-1.077, -6.529, 1.417], [2.542, -3.687, -0.495], [1.580, -2.632, 0.060], [0.651, -2.039, -1.000], [-0.363, -1.058, -0.415], [-1.516, -1.735, 0.321], [-2.218, -0.764, 1.142], [1.149, -5.272, 1.739], [2.697, -4.405, 1.952], [2.666, -6.175, 1.777], [3.206, -5.587, -0.250], [1.403, -6.930, -0.381], [1.589, -5.902, -1.799], [-0.222, -4.600, 0.089], [-0.544, -5.104, -1.547], [-0.666, -7.526, -0.359], [-2.073, -6.490, -0.488], [-1.187, -5.573, 1.741], [-1.858, -7.044, 1.806], [3.570, -3.457, -0.220], [2.492, -3.730, -1.584], [2.181, -1.823, 0.477], [1.007, -3.026, 0.901], [1.266, -1.518, -1.737], [0.124, -2.841, -1.524], [0.140, -0.370, 0.272], [-0.776, -0.443, -1.215], [-1.140, -2.604, 0.892], [-2.223, -2.134, -0.411], [-3.055, -1.156, 1.558], [-1.638, -0.445, 1.913], [-3.384, 3.625, 0.886], [-3.758, 4.923, 1.219], [-3.738, 5.336, 2.540], [-3.348, 4.451, 3.537], [-2.978, 3.147, 3.204], [-2.994, 2.739, 1.876], [-2.569, 2.169, 4.250], [-2.232, 1.037, 3.958], [-2.590, 2.624, 5.668], [-2.248, 1.723, 6.671], [-2.256, 2.126, 7.995], [-2.602, 3.432, 8.325], [-2.943, 4.333, 7.332], [-2.941, 3.933, 6.002], [-3.326, 4.924, 4.953], [-3.610, 6.065, 5.240], [-3.398, 3.305, -0.147], [-4.065, 5.613, 0.444], [-4.021, 6.342, 2.820], [-2.708, 1.726, 1.629], [-1.981, 0.713, 6.394], [-1.993, 1.423, 8.775], [-2.605, 3.745, 9.361], [-3.217, 5.353, 7.567], [3.646, -0.993, -3.564], [3.654, -0.258, -2.382], [3.261, 1.069, -2.381], [2.857, 1.668, -3.569], [2.854, 0.935, -4.753], [3.248, -0.398, -4.748], [2.436, 1.558, -6.049], [2.414, 0.903, -7.068], [2.055, 2.997, -6.028], [1.702, 3.613, -7.222], [1.338, 4.949, -7.228], [1.322, 5.675, -6.043], [1.672, 5.066, -4.849], [2.042, 3.727, -4.837], [2.423, 3.101, -3.541], [2.385, 3.712, -2.497], [3.960, -2.030, -3.564], [3.974, -0.721, -1.456], [3.257, 1.659, -1.475], [3.240, -0.945, -5.681], [1.718, 3.031, -8.134], [1.067, 5.428, -8.159], [1.037, 6.718, -6.052], [1.667, 5.615, -3.917]], "lowdin_charge": [0.029, -0.135, -0.092, -0.164, -0.267, 0.004, -0.098, -0.182, -0.202, -0.190, -0.300, 0.006, 0.079, 0.111, 0.115, 0.174, 0.134, 0.136, 0.077, 0.119, 0.111, 0.116, 0.062, 0.082, 0.133, 0.131, 0.123, 0.094, 0.098, 0.104, 0.119, 0.119, 0.089, 0.118, 0.078, 0.059, -0.053, -0.052, 0.002, -0.081, -0.083, -0.003, -0.271, 0.081, -0.085, -0.006, -0.056, -0.051, 0.003, -0.080, -0.276, 0.116, 0.108, 0.109, 0.122, 0.089, 0.116, 0.108, 0.110, 0.123, -0.075, -0.087, -0.001, -0.075, -0.075, 0.001, -0.276, 0.115, -0.084, 0.003, -0.047, -0.048, 0.003, -0.085, -0.276, 0.114, 0.100, 0.099, 0.123, 0.122, 0.123, 0.111, 0.111, 0.122]}

---

(2)
{"formula": "C37H41AsN2P2STl", "method": "wB97M-V/def2-TZVPD", "energy_ha": -5032.9688, "homo_lumo_gap_ha": 0.2319, "homo_energy_ev": -10.05, "total_charge": 1, "e_lumo_ev": -3.7, "elements": ["Tl", "C", "P", "C", "C", "C", "C", "C", "C", "C", "C", "C", "C", "C", "C", "C", "C", "C", "C", "C", "P", "C", "C", "C", "C", "C", "C", "C", "C", "C", "C", "C", "C", "N", "H", "H", "H", "H", "H", "H", "H", "H", "H", "H", "H", "H", "H", "H", "H", "H", "H", "H", "H", "H", "H", "H", "H", "H", "H", "H", "C", "C", "As", "C", "C", "C", "C", "H", "H", "H", "H", "H", "H", "H", "H", "H", "H", "H", "H", "H", "H", "H", "S", "C", "N"], "coordinates": [[0.217, 0.221, -0.411], [0.055, -2.440, 1.754], [-0.817, -2.261, 0.133], [-0.317, -3.568, -1.010], [0.624, -4.546, -0.708], [1.024, -5.437, -1.693], [0.507, -5.341, -2.975], [-0.447, -4.377, -3.274], [-0.864, -3.498, -2.293], [-2.540, -2.619, 0.569], [-3.391, -1.591, 0.963], [-4.695, -1.884, 1.331], [-5.145, -3.195, 1.313], [-4.288, -4.223, 0.941], [-2.985, -3.940, 0.565], [-0.191, -1.145, 2.465], [-0.867, -0.870, 3.633], [-0.941, 0.541, 3.737], [-0.303, 1.053, 2.629], [-0.175, 2.461, 2.139], [-0.942, 2.499, 0.461], [-2.737, 2.486, 0.641], [-3.474, 1.742, -0.279], [-4.859, 1.750, -0.225], [-5.508, 2.497, 0.747], [-4.774, 3.233, 1.668], [-3.390, 3.227, 1.623], [-0.465, 4.052, -0.332], [-1.330, 5.132, -0.473], [-0.888, 6.281, -1.112], [0.403, 6.350, -1.612], [1.260, 5.264, -1.496], [0.823, 4.114, -0.864], [0.183, 0.026, 1.865], [1.116, -2.612, 1.560], [-0.361, -3.279, 2.310], [1.037, -4.618, 0.291], [1.745, -6.209, -1.459], [0.845, -6.023, -3.744], [-0.859, -4.307, -4.272], [-1.616, -2.747, -2.509], [-3.034, -0.568, 0.982], [-5.365, -1.088, 1.628], [-6.165, -3.422, 1.595], [-4.638, -5.246, 0.939], [-2.315, -4.736, 0.265], [-1.272, -1.597, 4.319], [-1.410, 1.116, 4.520], [0.868, 2.769, 2.014], [-0.666, 3.159, 2.816], [-2.958, 1.159, -1.034], [-5.431, 1.174, -0.940], [-6.589, 2.500, 0.793], [-5.284, 3.817, 2.422], [-2.821, 3.797, 2.347], [-2.341, 5.072, -0.092], [-1.563, 7.118, -1.229], [0.739, 7.250, -2.111], [2.258, 5.312, -1.911], [1.466, 3.241, -0.792], [3.554, 1.280, 1.678], [3.804, 1.496, 0.187], [3.003, 0.063, -0.912], [3.427, -1.582, 0.056], [4.911, -1.930, 0.114], [4.147, 0.018, -2.524], [5.544, 0.595, -2.334], [3.832, 2.168, 2.246], [4.154, 0.449, 2.048], [2.505, 1.053, 1.877], [4.871, 1.558, -0.021], [3.359, 2.435, -0.150], [2.868, -2.374, -0.447], [3.025, -1.464, 1.065], [5.314, -2.103, -0.883], [5.056, -2.840, 0.696], [5.492, -1.134, 0.584], [3.618, 0.528, -3.326], [4.175, -1.039, -2.780], [5.516, 1.680, -2.236], [6.152, 0.352, -3.205], [6.034, 0.178, -1.454], [-0.673, 0.104, -3.014], [0.609, -0.920, -3.181], [1.555, -1.594, -3.211]], "lowdin_charge": [0.488, -0.242, 1.036, -0.392, -0.090, -0.068, -0.062, -0.063, -0.129, -0.339, -0.079, -0.064, -0.064, -0.063, -0.071, -0.421, -0.043, -0.042, -0.423, -0.238, 1.023, -0.366, -0.105, -0.064, -0.058, -0.058, -0.080, -0.348, -0.064, -0.060, -0.062, -0.064, -0.103, -0.100, 0.066, 0.107, 0.103, 0.109, 0.111, 0.115, 0.094, 0.087, 0.107, 0.110, 0.111, 0.110, 0.106, 0.104, 0.083, 0.095, 0.084, 0.116, 0.113, 0.113, 0.111, 0.103, 0.113, 0.113, 0.111, 0.065, -0.149, -0.392, 1.217, -0.409, -0.139, -0.387, -0.155, 0.084, 0.070, 0.034, 0.059, 0.047, 0.058, 0.055, 0.070, 0.082, 0.069, 0.068, 0.057, 0.073, 0.085, 0.056, 0.549, -0.978, 0.088]}